C21H22BrN4ORhS | the ωB97M-V functional and the def2-TZVPD basis

As for the total charge: +2. For the total energy, the calculation gives -4189.8418 a.u. The calculation puts the energy relative to the best compared isomer or geometry (same formula, charge and spin) at 0.000 eV. Its LUMO energy (spin up / spin down) is -6.29 / -8.77 eV. Its HOMO-LUMO gap (spin up / spin down) is 6.0 / 5.5 eV. As for the molecular weight: 561.31 g/mol. As for the spin multiplicity: 5.

Cartesian coordinates (Å):
Rh -0.259 0.459 -0.099
Br 0.469 0.461 7.291
C 0.059 0.763 5.531
C -0.778 1.803 5.162
C -1.036 1.990 3.823
C -0.470 1.161 2.805
O -0.757 1.455 1.604
C 0.387 0.046 3.196
C 0.984 -0.902 2.317
N 0.845 -0.898 0.924
C 1.443 -1.787 0.171
C 2.327 -2.848 0.616
C 2.878 -3.713 -0.296
C 2.613 -3.616 -1.661
C 1.748 -2.587 -2.170
C 1.442 -2.442 -3.529
C 0.602 -1.425 -3.925
C 0.084 -0.557 -2.968
N 0.372 -0.680 -1.674
C 1.182 -1.683 -1.275
C 0.631 -0.112 4.545
H -1.212 2.450 5.910
H -1.685 2.790 3.490
H 1.569 -1.687 2.769
H 2.561 -2.967 1.662
H 3.536 -4.497 0.055
H 3.059 -4.316 -2.354
H 1.863 -3.126 -4.255
H 0.342 -1.287 -4.964
H -0.572 0.259 -3.234
H 1.271 -0.916 4.886
C -0.320 3.853 -2.319
N -1.408 3.271 -3.101
C -1.362 3.591 -4.531
C -2.275 2.400 -2.574
S -1.996 1.684 -1.031
N -3.431 2.133 -3.191
C -4.198 3.172 -3.893
C -4.212 0.931 -2.894
H -0.136 4.860 -2.690
H 0.596 3.268 -2.428
H -0.594 3.906 -1.271
H -0.326 3.503 -4.859
H -1.696 4.609 -4.726
H -1.968 2.892 -5.097
H -3.699 4.132 -3.828
H -5.169 3.259 -3.406
H -4.356 2.907 -4.938
H -3.557 0.087 -2.706
H -4.828 0.716 -3.765
H -4.859 1.084 -2.030